# C43H118BCl4F4NO30

A cluster of 19 separate species, C43H118BCl4F4NO30 in total (the ωB97M-V functional and the def2-TZVPD basis, OMol25).

ORCA input file:
```
! RIJCOSX wB97M-V def2-TZVPD def2/J DEFGRID3
* xyz 0 1
C -0.43 1.89 3.21
C 0.27 0.76 2.48
C 0.38 1.05 0.98
C 1.19 0.01 0.22
N 1.17 0.19 -1.28
C -0.09 -0.35 -1.87
C 0.25 -0.73 -3.32
C 1.79 -0.67 -3.43
C 2.26 -0.58 -1.98
C 1.31 1.66 -1.62
H -0.74 1.68 4.24
H -1.31 2.28 2.68
H 0.24 2.75 3.30
H -0.22 -0.22 2.61
H 1.25 0.64 2.94
H 0.85 2.03 0.89
H -0.62 1.15 0.56
H 0.86 -1.00 0.46
H 2.25 0.06 0.48
H -0.92 0.35 -1.75
H -0.32 -1.28 -1.36
H -0.31 -0.12 -4.04
H -0.04 -1.77 -3.43
H 2.08 0.18 -4.05
H 2.13 -1.55 -3.96
H 3.24 -0.15 -1.79
H 2.17 -1.56 -1.51
H 0.38 2.19 -1.44
H 1.65 1.70 -2.65
H 2.09 2.05 -0.96
B 4.50 0.69 -3.41
F 4.70 0.51 -4.79
F 5.21 1.74 -2.89
F 3.12 0.94 -3.18
F 4.78 -0.56 -2.78
C 3.26 2.29 2.07
C 3.89 3.59 1.63
O 2.95 4.45 1.02
O 3.08 1.40 0.97
H 2.26 2.50 2.48
H 3.81 1.77 2.87
H 4.73 3.36 0.96
H 4.36 4.09 2.48
H 2.76 4.07 0.16
H 3.97 1.07 0.76
C -1.09 5.79 1.56
C -0.25 4.85 0.71
O -1.00 3.73 0.26
O -2.25 6.24 0.88
H -0.51 6.66 1.91
H -1.33 5.30 2.50
H 0.57 4.48 1.33
H 0.22 5.34 -0.15
H -1.74 4.10 -0.23
H -1.96 6.89 0.23
C 1.83 3.35 -4.67
C 1.94 2.65 -6.02
O 2.35 1.29 -5.92
O 3.09 3.49 -4.08
H 1.24 2.70 -4.00
H 1.26 4.27 -4.78
H 2.62 3.25 -6.64
H 0.97 2.69 -6.52
H 3.26 1.33 -5.58
H 3.45 2.62 -3.88
C -4.12 5.36 4.47
C -2.81 4.96 5.07
O -2.95 4.16 6.25
O -4.87 4.22 4.03
H -3.87 5.93 3.56
H -4.67 6.05 5.11
H -2.21 5.84 5.33
H -2.16 4.34 4.44
H -3.48 3.38 6.03
H -5.38 3.97 4.81
C 1.51 -1.25 -7.45
C 2.95 -1.61 -7.81
O 3.14 -3.01 -7.55
O 1.22 0.05 -7.94
H 1.45 -1.29 -6.35
H 0.74 -1.88 -7.88
H 3.72 -1.06 -7.26
H 3.08 -1.49 -8.89
H 3.07 -3.07 -6.59
H 1.67 0.69 -7.36
C -0.58 -3.14 4.76
C -0.60 -3.70 6.18
O -1.84 -3.49 6.87
O 0.74 -2.80 4.41
H -1.23 -2.26 4.69
H -1.04 -3.90 4.12
H 0.18 -3.31 6.84
H -0.35 -4.77 6.13
H -1.99 -4.18 7.51
H 1.31 -3.58 4.35
C -3.41 0.33 2.07
C -4.34 1.41 2.50
O -5.16 1.86 1.41
O -4.09 -0.87 1.69
H -2.72 0.10 2.89
H -2.79 0.58 1.20
H -3.87 2.32 2.89
H -4.90 1.07 3.38
H -4.81 2.71 1.14
H -4.88 -0.58 1.22
C -0.28 2.23 7.28
C 0.83 1.72 8.17
O 0.87 2.49 9.41
O -1.44 2.58 7.97
H -0.45 1.36 6.62
H 0.06 3.10 6.70
H 1.80 1.62 7.69
H 0.64 0.74 8.64
H -0.07 2.62 9.59
H -2.01 3.12 7.39
C -2.86 1.84 -4.49
C -4.36 2.03 -4.56
O -4.90 1.99 -3.23
O -2.45 0.52 -4.21
H -2.44 2.46 -3.69
H -2.38 2.22 -5.40
H -4.83 1.36 -5.29
H -4.57 3.03 -4.95
H -5.80 2.33 -3.34
H -2.60 0.29 -3.28
C 5.74 -1.23 0.24
C 5.01 -1.85 1.41
O 3.63 -2.02 1.04
O 5.07 -0.04 -0.18
H 5.71 -1.88 -0.64
H 6.78 -1.00 0.47
H 5.06 -1.19 2.28
H 5.38 -2.85 1.64
H 3.43 -1.20 0.57
H 5.01 -0.06 -1.15
C 4.36 -3.15 -2.74
C 4.23 -2.75 -4.19
O 3.15 -3.49 -4.78
O 4.51 -4.56 -2.71
H 3.46 -2.88 -2.20
H 5.13 -2.60 -2.18
H 5.15 -2.98 -4.75
H 4.06 -1.68 -4.26
H 3.24 -4.38 -4.43
H 4.37 -4.91 -1.82
C -3.87 -0.73 6.26
C -4.43 0.58 6.79
O -3.58 1.61 6.30
O -2.56 -0.84 6.77
H -3.88 -0.67 5.17
H -4.51 -1.58 6.52
H -4.38 0.54 7.88
H -5.48 0.70 6.50
H -2.71 1.30 6.63
H -2.28 -1.77 6.82
C -1.54 -1.38 -6.91
C -1.25 -2.71 -6.23
O -1.84 -3.85 -6.93
O -2.82 -0.89 -6.52
H -1.55 -1.48 -7.99
H -0.81 -0.66 -6.54
H -1.64 -2.69 -5.21
H -0.18 -2.93 -6.24
H -1.10 -4.24 -7.40
H -2.69 -0.19 -5.87
C 0.29 -3.75 0.99
C 0.04 -5.24 1.11
O 1.22 -5.86 1.60
O 1.31 -3.50 0.01
H 0.72 -3.30 1.90
H -0.66 -3.25 0.86
H -0.30 -5.65 0.16
H -0.81 -5.33 1.80
H 1.14 -6.79 1.35
H 2.13 -3.77 0.45
C -4.82 -1.01 -1.76
C -3.45 -1.01 -1.10
O -2.71 0.17 -1.45
O -5.62 0.01 -1.18
H -5.34 -1.95 -1.60
H -4.68 -0.86 -2.84
H -2.85 -1.87 -1.40
H -3.56 -0.96 -0.01
H -3.17 0.94 -1.11
H -5.44 0.81 -1.69
Cl 2.74 0.28 5.08
C 3.84 -1.10 5.21
C 3.19 -2.34 4.61
Cl 4.26 -3.74 4.84
H 4.09 -1.34 6.24
H 4.77 -0.84 4.70
H 2.84 -2.20 3.59
H 2.31 -2.53 5.23
Cl -2.49 -3.10 -3.41
C -3.69 -4.24 -4.11
C -3.04 -5.50 -4.60
Cl -2.07 -6.31 -3.35
H -4.17 -3.65 -4.88
H -4.47 -4.38 -3.36
H -2.46 -5.35 -5.50
H -3.82 -6.19 -4.92
*
```

molecular weight = 1358.0 g/mol
F_max = 0.137 hartree/bohr
lowest unoccupied orbital energy = -0.094 eV
calculated total energy = -171051.834 eV